A structure of composition C13H19BrOReSi at a distorted geometry, computed with ωB97M-V/def2-TZVPD.

Its orbital gap (alpha / beta) is 8.122 / 6.272 eV. For the HOMO energy (alpha / beta), the calculation gives -7.83 / -7.82 eV. As for the net charge: 0. The LUMO energy (alpha / beta) is 0.290 / -1.547 eV. Its spin multiplicity is 4.

```
36
Properties=species:S:1:pos:R:3:forces:R:3
C 2.798 1.146 0.688 0.4710 -0.1962 0.1993
C 2.513 2.520 0.366 0.9611 0.9596 0.9373
C 1.579 3.023 1.339 1.1764 0.2629 0.9690
H 2.982 3.083 -0.438 -0.5115 -0.2773 0.1251
C 1.324 1.967 2.294 1.2257 0.3190 1.2529
C 2.082 0.810 1.886 0.5241 0.8770 1.2160
H 2.111 -0.160 2.369 -0.2295 0.1458 -0.1182
H 3.444 0.462 0.142 -0.2410 0.2978 0.0951
H 1.168 4.018 1.376 -0.0404 0.0179 0.0418
H 0.702 2.039 3.176 -0.0074 0.0273 -0.1791
Re 0.729 1.363 0.375 -2.3015 -2.7362 -4.8192
Br 0.997 1.512 -2.158 -0.3685 -0.0620 0.0987
C 0.266 -3.362 -1.229 1.1659 1.4306 -2.5895
C 0.851 -3.626 0.054 1.9120 0.8982 0.1882
C 2.126 -2.975 0.095 -0.6649 0.1226 -0.6087
H 0.407 -4.256 0.813 0.0820 0.1965 0.0729
C 2.337 -2.348 -1.178 0.0646 -0.5982 1.9531
C 1.202 -2.609 -2.007 -2.6993 -1.3565 0.9244
H 1.047 -2.223 -3.012 0.0138 -0.1731 0.3156
H -0.737 -3.671 -1.543 0.5656 0.1015 0.0696
H 2.797 -2.882 0.944 -0.1706 -0.2810 -0.2179
H 3.207 -1.740 -1.425 -0.2913 -0.2172 -0.0746
C -3.227 0.178 1.492 -0.1363 0.0806 0.0563
Si -2.159 0.455 -0.031 0.2064 -1.1353 -0.7093
C -2.612 -0.596 -1.526 -0.3718 -0.0347 0.2507
C -2.200 2.216 -0.666 -0.0342 0.2691 0.0612
O -0.593 -0.037 0.301 -0.4627 0.7981 0.4871
H -4.289 0.379 1.290 0.2205 -0.0094 -0.0454
H -2.934 0.836 2.321 0.0199 -0.0928 -0.1943
H -3.161 -0.855 1.858 0.0881 0.1832 -0.1681
H -3.657 -0.420 -1.814 0.1689 -0.1228 -0.0879
H -1.962 -0.316 -2.366 -0.1142 0.0004 0.2228
H -2.471 -1.670 -1.341 -0.0800 0.2664 0.0186
H -1.557 2.914 -0.106 -0.2531 -0.0069 -0.0911
H -1.878 2.236 -1.715 -0.0381 -0.0173 0.2829
H -3.232 2.587 -0.622 0.1503 0.0624 0.0647
```
Forces are in eV/Å.